Record 1
34
Properties=species:S:1:pos:R:3:forces:R:3 method="wB97M-V/def2-TZVPD" smiles=[PH4]c1ccccc1.CCO.CCO energy_ev=-24090.2911 homo_energy_ev=-8.194 orbital_gap_ev=8.886 total_charge=0 e_above_lowest_kcal_mol=113.4
P -1.0907 1.1633 -2.0445 -0.61 -0.38 0.48
C -0.9467 -0.7298 -2.2964 0.34 -1.33 -0.17
C -0.9230 -1.2388 -3.6599 0.06 -2.15 2.21
C -0.8565 -2.6889 -3.8562 0.16 1.30 1.37
C -0.7902 -3.5854 -2.7142 -0.18 1.81 -0.06
C -0.8129 -3.0398 -1.3720 0.07 1.31 -0.67
C -0.8787 -1.5973 -1.1235 0.01 -1.77 -3.04
H -1.7305 0.8851 -0.7783 0.26 0.15 -0.29
H -1.7696 1.2400 -3.3064 0.20 -0.02 -0.01
H 0.3210 1.3588 -1.9978 -0.33 0.06 -0.04
H -1.3845 2.5675 -1.8485 0.31 0.23 0.00
H -0.9609 -0.5419 -4.5275 -0.03 -0.62 0.79
H -0.8280 -3.0602 -4.9019 -0.05 0.04 0.95
H -0.7288 -4.6834 -2.8974 -0.08 1.07 0.32
H -0.7662 -3.7028 -0.4806 -0.04 0.36 -0.90
H -0.8849 -1.2354 -0.0747 -0.13 -0.05 -0.98
C -0.6013 -0.2330 3.9442 0.02 0.03 0.09
C -1.4731 0.1045 2.7503 0.30 -0.21 0.08
O -0.6955 0.7133 1.7215 0.09 0.21 -0.12
H -0.1235 0.6675 4.3355 -0.10 -0.01 0.00
H -1.1898 -0.6937 4.7400 0.06 -0.02 -0.01
H 0.1989 -0.9207 3.6567 -0.09 -0.08 0.02
H -2.2565 0.8067 3.0355 0.07 0.05 -0.18
H -1.9468 -0.7965 2.3470 -0.12 0.01 0.10
H -0.0088 0.0849 1.4647 -0.07 0.08 0.02
C 3.0341 1.3477 1.1074 0.13 -0.05 -0.06
C 2.6440 2.8134 1.1486 -0.37 -0.28 0.10
O 1.3752 3.0087 0.5368 -0.02 0.03 -0.08
H 3.0698 0.9903 0.0759 0.05 0.07 0.02
H 4.0109 1.1890 1.5692 -0.04 -0.07 0.01
H 2.2946 0.7367 1.6327 0.07 0.05 0.12
H 3.3724 3.4173 0.6060 -0.14 0.04 -0.03
H 2.5968 3.1739 2.1816 0.20 0.00 0.02
H 0.7299 2.4790 1.0263 -0.02 0.10 -0.06

Record 2
32
Properties=species:S:1:pos:R:3:forces:R:3 method="wB97M-V/def2-TZVPD" smiles=CC(C)(C)C.C1CCCC1 energy_ev=-10723.5445 homo_energy_ev=-10.597 orbital_gap_ev=11.421 total_charge=0 e_above_lowest_kcal_mol=89.5
C 3.9290 0.0480 -0.1818 2.13 -1.54 -2.95
C 2.4495 0.0320 0.0329 0.20 1.03 -0.39
C 2.0769 -0.3209 1.4243 -0.92 -1.76 0.52
C 1.8840 -1.0731 -0.8846 -1.63 -0.13 0.27
C 1.7850 1.3959 -0.2621 -0.69 2.03 -1.51
H 4.6207 0.8524 0.2117 -1.29 -0.47 -0.65
H 4.2783 -0.8775 0.3067 0.29 0.16 -0.31
H 4.0986 -0.2000 -1.4399 0.10 1.20 3.66
H 0.9512 -0.0539 1.2576 1.62 -0.65 2.18
H 2.2171 -1.4801 1.5316 -0.47 2.09 0.20
H 2.7535 0.1706 2.1891 -1.54 -0.16 -0.60
H 0.6981 -1.0435 -0.9064 2.38 -0.12 0.05
H 2.2024 -2.1298 -0.5189 -0.32 1.88 -0.98
H 2.2804 -0.7491 -1.8575 -0.51 -1.02 -0.17
H 2.2537 1.9128 -1.2822 -1.43 -1.33 2.58
H 0.6614 1.1298 -0.4100 1.72 0.96 -0.04
H 1.8084 2.2367 0.6009 0.31 -2.18 -1.85
C -2.5753 0.5919 1.0518 -0.91 2.57 2.63
C -2.6265 -0.9315 0.8883 0.87 1.51 2.93
C -2.9929 -1.1447 -0.4761 -3.71 -0.70 -2.88
C -2.4992 0.1479 -1.0973 0.98 -1.74 -6.63
C -2.9121 1.2582 -0.2783 -2.92 -0.12 1.38
H -3.2702 1.0147 1.8382 0.43 -0.83 -0.60
H -1.6118 0.8656 1.4810 0.29 0.28 -0.45
H -3.2677 -1.1965 1.7308 0.31 -1.28 -0.35
H -1.5787 -1.2040 0.9469 0.08 -0.79 0.83
H -4.1187 -1.0991 -0.6261 0.90 -0.13 0.38
H -2.7521 -2.1423 -0.9044 0.48 0.92 0.03
H -2.7657 0.2742 -2.2359 -0.09 -0.40 1.88
H -1.4134 0.0447 -1.2483 0.15 0.45 0.70
H -4.0788 1.4839 -0.3559 2.20 -0.81 0.13
H -2.4849 2.1867 -0.5260 1.01 1.07 0.00

Record 3
67
Properties=species:S:1:pos:R:3:forces:R:3 method="wB97M-V/def2-TZVPD" spin_multiplicity=2 energy_ev=-357283.5337 homo_energy_ev="-7.853 / -7.853" orbital_gap_ev="4.725 / 5.527" total_charge=-2 e_above_lowest_kcal_mol=180.8
O -0.2287 -0.4951 -1.4056 0.34 3.50 2.74
V -0.0605 0.7183 -0.4136 1.99 -2.13 -2.22
As 1.7173 2.6749 4.9466 -0.92 0.01 -0.86
F 1.3209 2.0981 3.2599 -0.29 0.57 1.18
F 1.8581 4.3608 4.3290 -0.04 -1.50 0.17
F 2.2403 3.2751 6.4957 -0.47 -0.57 -0.38
F 1.5976 0.9582 5.4901 -0.44 1.82 -0.18
F 3.3694 2.2911 4.5212 -0.16 0.49 0.12
F -0.0443 3.0628 5.3094 2.26 -0.93 -0.46
As -5.4628 0.6923 -1.1285 -1.47 -0.88 -1.13
F -5.8385 0.4037 0.5500 0.36 -0.30 -0.36
F -5.9587 2.3878 -0.8456 0.46 -1.27 -0.76
F -5.0849 0.9160 -2.8641 -0.47 0.28 1.87
F -4.9077 -1.0294 -1.3806 -0.61 1.86 0.68
F -7.2103 0.2315 -1.5127 2.33 0.59 0.24
F -3.8103 1.1651 -0.6464 -0.13 -0.29 -0.32
As 0.2662 2.5335 -5.4844 -0.01 -0.38 -0.39
F -0.2129 2.4156 -3.7507 0.17 -0.05 -0.63
F 1.9459 2.0630 -5.0386 -1.28 0.51 -0.16
F 0.7652 2.6367 -7.1876 -0.35 0.05 1.43
F -1.3935 3.0434 -5.9767 1.81 -0.70 0.78
F 0.6889 4.2511 -5.1359 -0.32 -1.45 -0.51
F -0.1017 0.7735 -5.6433 0.13 2.02 0.08
As 2.0781 -5.6073 -3.5676 0.13 -0.15 -1.08
F 2.7748 -4.2167 -4.5137 -0.80 -1.43 1.23
F 1.0262 -4.4924 -2.6311 0.86 -0.78 -0.92
F 1.4044 -6.9623 -2.5955 0.60 1.06 -1.03
F 3.1170 -6.7381 -4.5464 -0.90 1.07 1.36
F 3.3592 -5.4171 -2.3350 -0.85 -0.11 -0.99
F 0.8329 -5.8405 -4.8557 1.01 0.38 1.59
C -0.7717 4.0733 0.9444 -0.28 0.97 -0.27
O 0.2834 3.4457 0.2058 -0.44 -2.04 0.58
C 1.2060 4.3343 -0.3866 0.40 -0.10 -0.83
C 2.5847 3.6530 -0.6484 -0.41 0.00 0.01
O 2.4797 2.2209 -0.6876 -0.59 0.78 0.32
C 3.7234 1.5410 -0.7518 -0.29 0.68 -0.07
C 3.4005 0.1004 -0.5686 0.49 -0.19 -0.46
O 2.3820 -0.0167 0.4406 -1.04 -0.47 -0.77
C 2.7961 -0.9589 1.4481 -0.09 0.38 1.09
H -1.2927 3.3897 1.6147 0.38 -0.27 -0.17
H -1.4881 4.5186 0.2539 -0.16 -0.18 -0.17
H -0.3839 4.9074 1.5292 0.27 -0.23 0.23
H 1.3901 5.1698 0.2887 -0.09 0.00 0.11
H 0.7519 4.7232 -1.2980 0.15 -0.01 -0.21
H 3.2436 4.0141 0.1413 0.19 -0.67 0.33
H 3.0480 3.9746 -1.5811 -0.37 0.22 -0.24
H 4.4328 1.7955 0.0356 -0.40 0.71 0.43
H 4.2300 1.7721 -1.6888 -0.07 -0.29 -0.28
H 4.3367 -0.3252 -0.2071 -0.23 -0.53 0.03
H 3.1411 -0.3884 -1.5077 -0.42 -0.18 0.14
H 3.3325 -1.8139 1.0365 -0.30 0.05 -0.14
H 1.9606 -1.2616 2.0792 -0.22 -0.06 -0.45
H 3.4283 -0.3809 2.1221 0.32 -0.15 0.02
O -1.7860 -1.6274 2.2506 -1.90 -2.33 1.22
C -2.5388 -2.3635 2.9418 1.59 3.06 0.54
O -2.7974 -3.6295 2.7568 -0.55 -0.16 0.32
C -2.3040 -4.2878 1.6093 0.86 -1.70 -0.45
C -2.7463 -5.7683 1.5723 -0.91 1.00 -0.81
C -3.2376 -1.7896 4.2155 0.10 0.81 -0.65
H -1.2143 -4.3069 1.6248 0.07 0.52 0.01
H -2.6546 -3.8025 0.6985 0.05 0.14 0.12
H -2.3111 -6.1468 0.6474 0.21 -0.31 0.17
H -3.8188 -5.7732 1.3774 -0.17 -0.15 0.17
H -2.5610 -6.4394 2.4109 0.43 0.46 0.08
H -4.3239 -1.8687 4.1716 0.02 -0.20 -0.35
H -2.9987 -0.7265 4.2442 -0.07 0.01 -0.29
H -2.9698 -2.1115 5.2218 0.50 -0.85 -0.41

Copy entry 2 word for word.
32
Properties=species:S:1:pos:R:3:forces:R:3 method="wB97M-V/def2-TZVPD" smiles=CC(C)(C)C.C1CCCC1 energy_ev=-10723.5445 homo_energy_ev=-10.597 orbital_gap_ev=11.421 total_charge=0 e_above_lowest_kcal_mol=89.5
C 3.9290 0.0480 -0.1818 2.13 -1.54 -2.95
C 2.4495 0.0320 0.0329 0.20 1.03 -0.39
C 2.0769 -0.3209 1.4243 -0.92 -1.76 0.52
C 1.8840 -1.0731 -0.8846 -1.63 -0.13 0.27
C 1.7850 1.3959 -0.2621 -0.69 2.03 -1.51
H 4.6207 0.8524 0.2117 -1.29 -0.47 -0.65
H 4.2783 -0.8775 0.3067 0.29 0.16 -0.31
H 4.0986 -0.2000 -1.4399 0.10 1.20 3.66
H 0.9512 -0.0539 1.2576 1.62 -0.65 2.18
H 2.2171 -1.4801 1.5316 -0.47 2.09 0.20
H 2.7535 0.1706 2.1891 -1.54 -0.16 -0.60
H 0.6981 -1.0435 -0.9064 2.38 -0.12 0.05
H 2.2024 -2.1298 -0.5189 -0.32 1.88 -0.98
H 2.2804 -0.7491 -1.8575 -0.51 -1.02 -0.17
H 2.2537 1.9128 -1.2822 -1.43 -1.33 2.58
H 0.6614 1.1298 -0.4100 1.72 0.96 -0.04
H 1.8084 2.2367 0.6009 0.31 -2.18 -1.85
C -2.5753 0.5919 1.0518 -0.91 2.57 2.63
C -2.6265 -0.9315 0.8883 0.87 1.51 2.93
C -2.9929 -1.1447 -0.4761 -3.71 -0.70 -2.88
C -2.4992 0.1479 -1.0973 0.98 -1.74 -6.63
C -2.9121 1.2582 -0.2783 -2.92 -0.12 1.38
H -3.2702 1.0147 1.8382 0.43 -0.83 -0.60
H -1.6118 0.8656 1.4810 0.29 0.28 -0.45
H -3.2677 -1.1965 1.7308 0.31 -1.28 -0.35
H -1.5787 -1.2040 0.9469 0.08 -0.79 0.83
H -4.1187 -1.0991 -0.6261 0.90 -0.13 0.38
H -2.7521 -2.1423 -0.9044 0.48 0.92 0.03
H -2.7657 0.2742 -2.2359 -0.09 -0.40 1.88
H -1.4134 0.0447 -1.2483 0.15 0.45 0.70
H -4.0788 1.4839 -0.3559 2.20 -0.81 0.13
H -2.4849 2.1867 -0.5260 1.01 1.07 0.00